The following is a DFT calculation (the ωB97M-V functional and the def2-TZVPD basis) of 9 unconnected molecules or ions with the total composition C52H123NO25 at a distorted geometry.

The geometry in XYZ format:
```
201
Properties=species:S:1:pos:R:3:forces:R:3
C -8.78555 -7.19921 0.54111 -0.2 -0.2 1.4
O -8.95813 -8.57993 0.93549 0.2 0.3 0.0
C -7.75027 -9.28989 1.13998 1.6 0.5 -0.6
C -6.86629 -8.80495 2.36244 0.3 -1.1 -0.3
O -5.78358 -7.87531 2.21695 -1.3 1.0 -0.5
C -4.57458 -8.41415 1.71725 0.5 -0.4 1.4
C -3.37220 -7.44655 1.88356 -0.8 0.8 -1.7
O -3.63478 -6.29399 1.07492 0.7 0.9 0.5
C -2.60232 -5.27190 1.12540 -0.8 -0.1 -0.4
H -8.24113 -6.66398 1.31907 0.0 0.0 0.3
H -9.79991 -6.80053 0.52598 0.1 0.0 -0.3
H -8.22704 -6.94257 -0.35907 -0.1 -0.9 -0.5
H -7.25780 -9.27170 0.16774 0.9 0.4 0.0
H -7.89796 -10.36579 1.23342 -0.9 0.1 0.6
H -6.37084 -9.60162 2.91736 -0.3 -1.1 -0.5
H -7.64741 -8.55830 3.08154 0.3 1.4 0.2
H -4.69238 -8.88168 0.73969 0.1 0.7 -0.5
H -4.32730 -9.26641 2.35019 0.2 -0.4 0.3
H -2.47197 -7.87903 1.44692 0.1 -0.7 0.2
H -3.12769 -7.14671 2.90259 -0.5 -0.2 0.3
H -2.74001 -4.45844 1.83774 -0.5 -0.4 0.8
H -2.68731 -4.70149 0.20045 0.3 -0.5 -0.4
H -1.59943 -5.66681 1.28768 0.0 -0.2 -0.3
C 5.84986 -6.14705 2.79484 0.8 0.0 0.6
O 4.96874 -6.09133 1.74965 -0.2 -0.6 -3.6
C 5.61853 -6.50939 0.46940 -1.2 0.7 -0.2
C 4.62997 -6.58728 -0.73963 -1.3 1.0 1.5
O 3.75391 -5.42601 -0.84342 1.1 1.5 -0.9
C 4.38086 -4.07083 -0.85936 0.4 -1.7 0.3
C 5.35749 -3.75495 -1.99715 0.5 -0.3 -0.9
O 6.42066 -4.68097 -2.06118 2.2 -0.4 -0.1
C 7.40750 -4.36710 -3.09610 -1.6 -0.2 0.3
H 6.06286 -7.18930 3.03242 0.1 -0.2 0.5
H 5.41426 -5.58439 3.62052 0.0 -0.3 0.2
H 6.80516 -5.67724 2.56076 0.3 0.2 -0.1
H 6.12423 -7.47356 0.52155 -0.1 -0.3 0.5
H 6.37670 -5.78583 0.16979 0.1 0.2 0.4
H 3.85685 -7.34337 -0.60284 0.3 -0.3 0.3
H 5.13593 -6.83312 -1.67327 0.4 0.4 0.1
H 4.85342 -3.98478 0.11910 0.6 0.1 -0.1
H 3.63617 -3.27746 -0.79542 -0.6 -0.5 -0.4
H 5.76072 -2.74728 -1.89660 0.0 0.4 0.6
H 5.04601 -3.75460 -3.04169 -1.5 0.1 0.1
H 8.20294 -5.11211 -3.11389 0.0 0.2 0.6
H 7.75998 -3.33657 -3.05278 0.4 0.0 0.6
H 6.95014 -4.41466 -4.08436 -0.4 -0.2 -0.2
C 1.04743 1.23905 -5.97677 0.4 0.3 0.3
O -0.34284 1.02234 -5.83316 0.6 0.0 0.8
C -0.77618 0.99583 -4.46973 -0.9 -0.6 -0.4
C -1.03653 2.34592 -3.84153 -0.8 1.1 -0.1
O 0.10944 3.05241 -3.41215 0.2 -0.2 -0.1
C 0.23496 3.35519 -2.02875 2.8 0.1 -1.2
C 1.83887 3.39096 -1.77510 -2.0 0.2 -0.5
O 2.52385 4.54298 -2.30498 -0.8 -0.5 1.2
C 2.12389 5.84816 -1.84195 0.5 -0.9 -1.1
H 1.32529 1.23484 -7.03075 -0.2 -0.1 0.2
H 1.63161 0.48960 -5.44274 0.0 -0.4 -0.1
H 1.34254 2.18575 -5.52426 0.0 0.3 -0.1
H -0.25856 0.39416 -3.72261 1.3 -0.2 -0.4
H -1.65408 0.36391 -4.60411 -0.8 0.6 0.5
H -1.74045 2.29759 -3.01072 -0.1 -0.6 0.2
H -1.54346 3.00533 -4.54601 -0.1 -0.1 -0.4
H -0.26529 2.59199 -1.43261 0.1 0.0 0.3
H -0.10920 4.36607 -1.81012 -0.5 0.0 0.1
H 2.28933 2.55739 -2.31394 -0.1 -0.1 0.1
H 1.89289 3.20750 -0.70201 0.8 0.5 0.3
H 1.16764 6.11143 -2.29403 -0.2 0.1 0.2
H 2.88646 6.46591 -2.31628 -0.1 0.4 0.4
H 2.11460 5.97325 -0.75918 0.0 -0.2 0.1
C -3.89330 -1.24896 3.64287 -1.0 1.2 0.2
O -3.85088 -0.07620 4.49234 0.3 -0.6 -0.1
C -2.70268 -0.10987 5.35149 0.4 -1.3 -2.7
C -2.69285 1.01634 6.28293 -0.8 0.9 -0.3
O -2.51922 2.21763 5.51217 -0.3 -3.4 -1.3
C -2.13732 3.31302 6.17138 1.0 2.9 -0.1
C -1.91578 4.43006 5.13462 0.9 -0.7 -2.1
O -2.95989 5.29402 5.12926 -3.5 2.6 -0.5
C -3.41608 6.04704 3.91909 1.4 -0.9 1.3
H -4.79059 -1.79373 3.93645 0.4 -0.7 0.3
H -2.96187 -1.81503 3.63321 -0.1 -0.1 0.3
H -4.12068 -0.95177 2.61911 0.3 0.2 0.1
H -1.84990 -0.06291 4.67424 0.5 0.5 0.0
H -2.58095 -1.12477 5.72998 -0.4 0.1 1.0
H -1.92282 0.83302 7.03229 0.1 0.4 0.2
H -3.70492 1.04921 6.68636 0.0 0.1 0.8
H -1.15510 3.20861 6.63228 -0.1 -0.3 0.9
H -2.96097 3.65547 6.79781 0.3 0.3 0.8
H -1.84706 4.01131 4.13062 -0.1 -0.9 -0.1
H -0.96003 4.95408 5.14236 0.4 0.2 1.0
H -4.29229 6.63346 4.19561 0.2 0.0 0.4
H -3.71325 5.44887 3.05769 0.2 -0.6 0.2
H -2.59484 6.69877 3.62092 -0.1 0.2 -0.1
C -6.30265 2.11351 3.50031 0.7 -0.2 -0.8
O -7.54015 2.48915 2.93189 -0.5 1.8 1.4
C -8.01026 3.81836 3.44316 0.3 -0.7 -1.6
C -7.30443 5.12055 2.86274 -1.2 -1.3 -0.4
O -7.58804 5.19076 1.42120 0.3 -0.5 1.5
C -6.72455 6.00946 0.68922 0.9 0.4 0.8
C -5.63014 5.28231 0.00598 1.9 0.3 -1.2
O -4.50235 5.09011 0.86426 -0.5 -1.5 1.0
C -3.32058 4.59530 0.22524 -0.1 1.4 0.2
H -5.55022 2.71593 2.99136 0.6 -0.1 0.3
H -6.09747 1.06156 3.30183 -0.2 0.0 -0.4
H -6.15030 2.15067 4.57898 -0.6 0.7 0.3
H -7.97028 3.77798 4.53168 0.2 0.3 0.1
H -9.04971 3.78494 3.11676 0.0 0.4 0.1
H -6.27575 5.11896 3.22318 0.5 -0.2 -1.0
H -7.71057 6.04746 3.26770 -0.5 -0.2 0.5
H -6.14985 6.68086 1.32721 -0.2 0.4 0.5
H -7.22246 6.67692 -0.01413 -0.6 -0.4 -0.1
H -5.21606 5.98272 -0.71932 -0.3 0.2 -0.8
H -5.92640 4.37790 -0.52540 -0.1 -0.3 0.2
H -3.50165 3.90824 -0.60137 -0.1 0.0 0.1
H -2.60478 4.18691 0.93863 -0.6 -0.4 0.3
H -2.82052 5.51094 -0.09042 0.3 -0.1 -0.9
C 11.08958 5.41194 2.55854 -0.9 0.0 1.2
O 9.71347 4.92852 2.76334 1.2 1.5 -0.9
C 9.46947 3.55097 2.85728 1.3 -0.4 1.2
C 8.07231 3.11064 2.51722 0.1 1.1 0.5
O 7.13508 3.27275 3.62600 0.2 -0.1 -1.6
C 5.70970 3.25899 3.27886 1.4 -2.8 1.6
C 5.17309 1.75252 3.02283 -0.6 1.7 -1.3
O 5.79182 1.07816 1.93352 1.0 0.4 -0.2
C 5.02587 0.78924 0.78842 -0.9 -0.7 0.3
H 11.37072 5.82548 1.59002 -0.8 -0.5 -0.6
H 11.88666 4.72482 2.84248 -0.3 -0.5 0.1
H 11.19916 6.26557 3.22743 -0.1 0.0 0.2
H 9.70992 3.20739 3.86337 -0.1 0.0 0.5
H 10.19520 3.00797 2.25183 -0.1 -0.1 -0.6
H 8.28119 2.08630 2.20867 -1.2 -0.2 -0.2
H 7.82431 3.80969 1.71852 -0.7 -0.5 -0.5
H 5.40259 3.99803 2.53884 0.3 -0.3 -0.4
H 5.30016 3.53370 4.25092 -0.4 0.2 -0.1
H 4.12007 1.93001 2.80436 -0.4 0.0 -0.3
H 5.11564 1.04063 3.84624 0.8 0.5 0.5
H 4.89398 1.55824 0.02728 0.0 0.7 0.4
H 4.06411 0.42143 1.14597 -0.5 0.2 -0.3
H 5.42909 -0.04290 0.21133 0.6 -0.2 0.4
C 2.26295 2.22410 -9.26759 0.0 1.6 0.1
O 3.14631 1.59813 -8.37903 0.5 -0.4 0.6
C 4.17990 2.41245 -7.77190 0.1 -0.8 0.4
C 5.32112 1.44412 -7.27875 -1.2 -0.4 0.0
O 5.11610 0.83508 -5.98009 0.1 0.8 0.5
C 6.12590 -0.12781 -5.58269 -1.1 -0.7 -2.9
C 5.85966 -0.84793 -4.27955 0.3 0.6 1.2
O 4.53791 -1.36033 -4.12638 1.0 0.6 -0.2
C 3.81994 -0.93609 -2.96511 -0.4 0.0 -1.2
H 1.47388 2.77972 -8.76088 0.0 0.2 0.4
H 1.69570 1.60523 -9.96282 0.7 -0.9 0.2
H 2.82524 2.95482 -9.84894 0.0 0.2 -0.4
H 3.88621 3.08105 -6.96268 -0.8 -0.4 0.4
H 4.52723 3.13512 -8.51028 0.6 -0.3 -0.4
H 6.27737 1.96648 -7.30751 0.2 -0.1 -0.1
H 5.22493 0.64359 -8.01222 0.7 -0.2 -0.2
H 7.12601 0.22730 -5.83123 0.4 0.6 1.3
H 6.11223 -0.90021 -6.35165 -0.5 -0.5 -0.4
H 6.20511 -0.20749 -3.46800 -0.8 0.5 0.4
H 6.56010 -1.66359 -4.10018 0.2 -0.4 -0.9
H 3.60480 -1.81082 -2.35137 0.3 0.3 0.4
H 2.86154 -0.58336 -3.34610 -0.2 0.2 0.2
H 4.31674 -0.09695 -2.47815 0.0 -0.3 0.4
C -0.23314 -2.75893 -2.68280 -0.5 0.4 1.6
O -1.10141 -1.75725 -2.09659 1.8 1.2 -0.6
C -2.46585 -1.98471 -2.17526 -0.8 -1.7 0.3
C -3.38999 -0.84295 -1.67055 1.8 -1.9 -0.8
O -3.48924 -0.91656 -0.24667 -1.0 -1.6 -2.0
C -3.91629 0.25773 0.29593 0.1 3.3 1.6
C -5.41366 0.78585 0.37557 2.2 -2.2 -1.5
O -5.78988 1.21999 -0.92284 -1.8 -0.8 0.2
C -7.13423 0.76667 -1.21787 0.1 0.3 -0.8
H 0.78162 -2.59032 -2.32236 0.1 0.9 -0.4
H -0.31142 -2.78471 -3.76968 0.0 -0.2 0.1
H -0.38434 -3.70331 -2.15994 -0.8 -0.5 -0.5
H -2.57484 -2.91986 -1.62599 -0.9 -0.1 0.7
H -2.77273 -2.33670 -3.16016 0.0 0.6 -0.7
H -4.30614 -0.94928 -2.25147 -0.5 0.1 0.6
H -2.88889 0.04792 -2.04916 -0.1 0.6 0.5
H -3.32834 0.99818 -0.24643 -0.1 0.9 0.3
H -3.55445 0.23433 1.32385 0.0 0.3 0.1
H -5.53981 1.58119 1.11016 0.1 -0.3 0.1
H -5.91287 -0.16020 0.58500 -0.8 0.3 0.6
H -7.54281 1.48459 -1.92903 -0.2 0.0 0.2
H -7.81588 0.57810 -0.38846 0.3 1.0 0.6
H -7.22108 -0.21155 -1.69076 0.9 -0.3 -0.5
C 1.30919 -0.28140 -0.05674 -0.4 -0.1 -0.5
C 0.39740 -0.72559 1.12368 1.7 1.0 -1.0
C -0.47575 0.43644 1.53069 0.0 -1.2 -1.0
O 0.27779 1.57293 1.83071 0.9 -1.3 0.7
C -0.46632 2.71742 1.86960 -0.8 1.3 0.0
N -0.39491 -1.92944 0.83105 0.9 0.2 0.7
H 2.19783 -0.87851 -0.26142 -0.3 -0.7 0.1
H 1.74963 0.71511 -0.02417 -0.4 0.3 0.9
H 0.68563 -0.22774 -0.94915 0.0 -0.4 -0.3
H 1.05261 -0.81959 1.98969 0.1 -0.9 0.1
H -1.00340 -0.08239 2.33101 -0.7 1.1 0.8
H -1.13399 0.56369 0.67125 -0.5 0.6 0.0
H -1.34694 2.60591 2.50221 -0.4 -0.1 -0.2
H -0.70777 3.00878 0.84738 -0.6 0.1 -0.2
H 0.05559 3.57603 2.29209 0.6 -0.3 0.1
H -0.86982 -2.19881 1.68076 -0.1 -0.2 0.2
H -1.10794 -1.81044 0.12570 0.2 0.5 -0.2
```
Forces are in eV/Å.

For the HOMO energy (alpha / beta), the calculation gives 0.78 / -7.22 eV. The calculation puts the molar mass at 1162.538 g mol⁻¹. For the gap between HOMO and LUMO (alpha / beta), the calculation gives 1.275 / 9.269 eV. As for the charge: -1. The expectation value of S² is 0.75. The spin multiplicity is 2. For the energy, the calculation gives -108572.6806 eV.